Entry 1:
A structure of composition C37H35N5O3P2SV, computed with ωB97M-V/def2-TZVPD.

## Properties
Charge: +2
Energy relative to the best compared isomer or geometry (same formula, charge and spin), eV: 0.0000
Spin multiplicity: 2
Energy, eV: -107624.22268
Orbital gap (spin up / spin down), eV: 6.619 / 7.259
LUMO (spin up / spin down), Ha: -0.2345 / -0.2142

Element x y z (Å)
V  -0.017  0.295  0.041
N  2.064  -2.726  2.546
C  1.284  -1.780  2.000
S  1.921  -0.927  0.613
N  0.116  -1.572  2.521
N  -0.601  -0.568  1.873
C  -1.685  -0.288  2.505
C  -2.689  0.692  2.115
C  -3.788  0.946  2.932
C  -4.740  1.876  2.543
C  -4.600  2.559  1.340
C  -3.510  2.323  0.509
C  -2.587  1.392  0.924
O  -1.490  1.092  0.148
H  2.986  -2.906  2.194
H  1.737  -3.222  3.358
H  -1.852  -0.846  3.423
H  -3.889  0.412  3.869
H  -5.590  2.074  3.180
H  -5.342  3.288  1.044
H  -3.383  2.844  -0.429
O  0.921  0.705  -1.647
P  0.647  0.253  -3.104
C  -1.142  -0.014  -3.230
P  -1.666  -1.339  -2.096
O  -0.689  -1.379  -0.911
C  -1.616  -2.884  -2.961
C  -0.747  -3.873  -2.509
C  -0.689  -5.085  -3.182
C  -1.486  -5.298  -4.297
C  -2.355  -4.308  -4.747
C  -2.427  -3.099  -4.077
C  -3.324  -0.965  -1.577
C  -3.766  -1.533  -0.382
C  -5.068  -1.319  0.040
C  -5.928  -0.545  -0.729
C  -5.493  0.015  -1.923
C  -4.191  -0.194  -2.351
C  1.448  -1.251  -3.583
C  1.011  -1.914  -4.734
C  1.647  -3.072  -5.142
C  2.718  -3.568  -4.406
C  3.158  -2.907  -3.269
C  2.527  -1.743  -2.853
C  1.098  1.546  -4.223
C  0.480  2.796  -4.099
C  0.829  3.823  -4.956
C  1.795  3.609  -5.934
C  2.417  2.376  -6.055
C  2.072  1.338  -5.200
H  -1.425  -0.238  -4.260
H  -1.623  0.921  -2.929
H  -0.120  -3.689  -1.645
H  -0.022  -5.863  -2.835
H  -1.440  -6.246  -4.818
H  -2.981  -4.487  -5.610
H  -3.123  -2.340  -4.418
H  -3.095  -2.144  0.211
H  -5.416  -1.761  0.964
H  -6.946  -0.383  -0.399
H  -6.170  0.609  -2.523
H  -3.865  0.246  -3.287
H  0.182  -1.533  -5.319
H  1.311  -3.587  -6.032
H  3.215  -4.474  -4.727
H  3.996  -3.294  -2.706
H  2.867  -1.232  -1.962
H  -0.261  2.973  -3.327
H  0.353  4.790  -4.865
H  2.065  4.413  -6.605
H  3.171  2.219  -6.813
H  2.558  0.377  -5.295
C  3.216  2.191  -0.184
C  2.140  2.504  0.794
N  0.943  1.947  0.945
C  0.348  2.570  2.039
C  1.183  3.508  2.529
N  2.304  3.450  1.733
H  2.917  1.389  -0.845
H  4.122  1.893  0.346
H  3.444  3.071  -0.786
H  -0.636  2.314  2.387
H  1.087  4.193  3.352
H  3.130  4.017  1.833

Entry 2:
A structure of composition C37H35N8OS3V, computed with ωB97M-V/def2-TZVPD.

## Properties
Charge: -1
Energy relative to the best compared isomer or geometry (same formula, charge and spin), eV: 1.8481
Spin multiplicity: 2
Energy, eV: -111101.17810
Orbital gap (spin up / spin down), eV: 5.446 / 5.501
LUMO (spin up / spin down), Ha: 0.0856 / 0.0856

Element x y z (Å)
V  0.433  -1.123  -0.789
C  0.984  1.498  4.265
C  1.336  0.079  4.360
C  1.420  -0.806  3.365
C  1.109  -0.542  1.918
C  0.815  1.601  1.755
C  0.802  2.190  3.138
N  0.970  -1.653  1.044
C  1.115  -3.000  1.262
C  0.967  -3.765  2.428
C  1.161  -5.142  2.390
C  1.474  -5.808  1.210
C  1.559  -5.090  0.026
C  1.371  -3.716  0.055
N  1.324  -2.884  -1.055
N  1.613  -3.380  -2.243
C  1.484  -2.405  -3.165
C  1.812  -2.637  -4.521
C  1.769  -1.599  -5.407
C  1.408  -0.312  -4.964
C  1.074  -0.157  -3.643
N  1.073  -1.171  -2.762
H  0.914  2.033  5.207
H  1.619  -0.264  5.350
H  1.816  -1.783  3.600
H  0.577  2.352  1.002
H  0.565  3.248  3.212
H  0.644  -3.307  3.351
H  1.042  -5.709  3.307
H  1.614  -6.882  1.210
H  1.748  -5.570  -0.925
H  2.108  -3.636  -4.811
H  2.029  -1.765  -6.446
H  1.394  0.536  -5.633
H  0.803  0.806  -3.232
C  -3.526  0.840  2.317
C  -2.152  0.931  1.720
N  -1.242  0.188  2.231
N  0.002  0.378  1.666
C  2.007  0.679  1.334
S  2.102  0.539  -0.474
S  3.608  0.978  2.108
C  3.756  2.763  1.838
C  3.792  3.220  0.404
C  2.795  4.053  -0.087
C  2.798  4.459  -1.415
C  3.807  4.035  -2.265
C  4.816  3.212  -1.778
C  4.807  2.809  -0.455
C  -1.906  1.892  0.607
C  -2.180  3.242  0.831
C  -1.887  4.216  -0.111
C  -1.317  3.822  -1.318
C  -1.058  2.486  -1.566
C  -1.343  1.487  -0.624
O  -1.156  0.210  -0.912
H  -3.535  0.062  3.079
H  -3.816  1.787  2.781
H  -4.276  0.619  1.554
H  2.947  3.265  2.372
H  4.688  3.021  2.344
H  1.990  4.367  0.569
H  1.998  5.087  -1.786
H  3.806  4.335  -3.306
H  5.600  2.865  -2.440
H  5.565  2.127  -0.087
H  -2.603  3.534  1.786
H  -2.093  5.259  0.094
H  -1.074  4.560  -2.073
H  -0.627  2.177  -2.509
S  -1.558  -3.033  -1.027
C  -3.154  -2.443  -0.914
N  -4.158  -3.337  -0.763
C  -5.561  -2.984  -0.644
C  -5.681  -1.572  -0.094
C  -4.811  -0.649  -0.931
N  -3.454  -1.156  -0.980
H  -3.865  -4.296  -0.709
H  -6.046  -3.702  0.019
H  -6.060  -3.044  -1.618
H  -5.337  -1.551  0.942
H  -6.723  -1.250  -0.117
H  -4.780  0.358  -0.513
H  -5.223  -0.566  -1.943
H  -2.625  -0.517  -0.994

Entry 3:
A structure of composition C37H36BF5N12V, computed with ωB97M-V/def2-TZVPD.

## Properties
Charge: -1
Energy relative to the best compared isomer or geometry (same formula, charge and spin), eV: 0.3018
Spin multiplicity: 3
Energy, eV: -96794.57264
Orbital gap (spin up / spin down), eV: 7.405 / 7.542
LUMO (spin up / spin down), Ha: 0.0848 / 0.0869

Element x y z (Å)
V  1.027  -0.399  0.410
C  3.535  2.977  -4.658
C  2.879  2.593  -3.360
C  1.645  3.074  -2.882
C  1.225  2.779  -1.603
C  1.951  1.953  -0.741
N  1.529  1.538  0.553
C  1.108  2.470  1.497
C  1.253  3.856  1.220
C  0.897  4.859  2.097
C  0.330  4.545  3.346
C  -0.121  5.612  4.267
C  0.190  3.194  3.647
C  0.506  2.154  2.741
N  0.237  0.808  3.218
C  -0.493  0.501  4.316
C  -0.451  -0.836  4.491
C  0.278  -1.328  3.397
N  0.675  -0.336  2.612
C  3.110  1.380  -1.252
C  3.575  1.690  -2.534
N  3.845  0.463  -0.439
C  5.179  0.348  -0.309
C  5.441  -0.828  0.367
C  4.154  -1.367  0.632
N  3.219  -0.602  0.105
H  3.544  4.062  -4.790
H  4.558  2.666  -4.636
H  3.075  2.513  -5.532
H  1.102  3.783  -3.499
H  0.336  3.266  -1.214
H  1.698  4.198  0.292
H  1.007  5.895  1.802
H  0.446  6.554  4.113
H  -1.189  5.850  4.167
H  0.061  5.323  5.321
H  -0.155  3.018  4.655
H  -1.064  1.219  4.829
H  -0.916  -1.427  5.265
H  0.559  -2.346  3.195
H  4.518  1.255  -2.892
H  5.816  1.119  -0.712
H  6.350  -1.273  0.689
H  3.879  -2.249  1.170
F  0.782  -4.663  0.827
B  1.813  -3.772  0.962
F  2.682  -3.847  -0.115
F  2.424  -3.902  2.217
F  1.289  -2.424  0.899
N  -0.961  0.339  0.454
C  -1.721  1.178  0.656
C  -2.689  2.163  0.877
C  -3.065  2.573  2.209
N  -3.418  2.943  3.260
C  -2.940  3.050  -0.199
N  -3.110  3.758  -1.106
C  -2.206  -4.203  0.289
N  -2.401  -2.765  0.168
C  -3.072  -2.285  1.397
N  -4.380  -2.957  1.625
C  -4.132  -4.428  1.653
N  -3.470  -4.917  0.440
C  -4.322  -4.588  -0.721
N  -4.591  -3.151  -0.831
C  -3.282  -2.483  -0.964
C  -5.227  -2.699  0.432
H  -1.504  -4.375  1.122
H  -1.720  -4.519  -0.623
H  -3.196  -1.169  1.309
H  -2.406  -2.496  2.223
H  -5.094  -4.947  1.771
H  -3.523  -4.663  2.515
H  -5.263  -5.111  -0.634
H  -3.773  -4.901  -1.629
H  -3.423  -1.398  -0.997
H  -2.823  -2.759  -1.901
H  -6.184  -3.227  0.575
H  -5.474  -1.615  0.333
F  1.183  0.704  -6.655
C  0.984  0.240  -5.389
C  1.919  -0.640  -4.812
C  1.701  -1.128  -3.548
C  0.600  -0.675  -2.795
C  0.405  -1.268  -1.435
C  -0.269  0.261  -3.370
C  -0.094  0.709  -4.681
H  2.791  -0.928  -5.433
H  2.399  -1.839  -3.132
H  0.973  -2.186  -1.410
H  -0.642  -1.521  -1.261
H  -1.110  0.608  -2.788
H  -0.807  1.400  -5.149

Entry 4:
A structure of composition C37H36CaClFN9O6S2, computed with ωB97M-V/def2-TZVPD.

## Properties
Charge: -1
Energy relative to the best compared isomer or geometry (same formula, charge and spin), eV: 0.2895
Spin multiplicity: 1
Energy, eV: -120004.65809
Orbital gap, eV: 3.690
LUMO, Ha: 0.0217

Element x y z (Å)
Ca  1.755  -0.191  -0.672
C  -0.686  -0.273  3.674
O  -1.674  0.302  2.819
C  -1.237  1.475  2.197
C  -1.973  2.612  2.444
C  -1.667  3.825  1.833
C  -0.555  3.861  1.013
C  0.252  2.745  0.791
C  1.447  2.994  -0.010
N  2.341  2.118  -0.245
N  3.453  2.526  -0.941
C  4.239  1.512  -1.376
O  4.048  0.337  -1.060
C  5.415  1.879  -2.212
C  5.931  0.899  -3.053
C  7.018  1.185  -3.862
C  7.596  2.448  -3.831
C  7.079  3.427  -2.995
C  5.984  3.146  -2.190
C  -0.074  1.462  1.356
O  0.622  0.407  1.180
H  0.212  -0.524  3.111
H  -1.126  -1.173  4.097
H  -0.436  0.423  4.482
H  -2.792  2.547  3.160
H  -2.259  4.711  2.018
H  -0.274  4.791  0.532
H  1.574  4.009  -0.389
H  5.448  -0.069  -3.067
H  7.410  0.425  -4.526
H  8.445  2.671  -4.466
H  7.521  4.415  -2.977
H  5.571  3.913  -1.549
C  -2.102  -3.600  4.709
C  -1.914  -4.410  3.432
N  -1.336  -3.675  2.317
C  0.030  -3.599  2.203
C  0.695  -3.000  1.193
C  2.208  -2.799  1.325
O  2.769  -3.433  2.224
O  2.703  -1.963  0.519
C  -0.070  -2.560  0.048
O  0.385  -2.210  -1.040
C  -1.524  -2.514  0.239
C  -2.291  -1.907  -0.754
C  -3.620  -1.708  -0.536
F  -4.378  -1.177  -1.528
C  -4.202  -1.950  0.718
C  -3.459  -2.664  1.651
C  -2.119  -2.989  1.402
N  -5.455  -1.345  1.043
C  -5.851  -1.477  2.427
C  -5.008  -0.588  3.359
N  -5.058  0.832  2.879
C  -4.638  0.941  1.436
C  -5.551  0.054  0.619
H  -2.547  -4.224  5.486
H  -2.747  -2.736  4.546
H  -1.143  -3.232  5.072
H  -2.862  -4.838  3.101
H  -1.252  -5.251  3.635
H  0.608  -4.031  3.013
H  -1.801  -1.547  -1.656
H  -3.879  -2.922  2.610
H  -5.743  -2.508  2.754
H  -6.913  -1.224  2.520
H  -3.955  -0.866  3.325
H  -5.366  -0.605  4.388
H  -4.464  1.427  3.459
H  -6.015  1.177  2.959
H  -3.602  0.607  1.381
H  -4.697  1.990  1.154
H  -5.256  0.158  -0.416
H  -6.597  0.374  0.687
N  3.043  -2.859  -2.459
C  2.412  -2.017  -3.349
N  2.526  -0.728  -3.342
C  1.880  -0.151  -4.420
C  1.231  -1.024  -5.228
S  1.456  -2.642  -4.660
C  1.981  1.306  -4.595
C  1.612  1.968  -5.722
S  1.892  3.667  -5.496
C  2.516  3.339  -3.839
N  2.493  2.042  -3.568
N  2.942  4.278  -3.017
H  3.416  -2.382  -1.644
H  2.471  -3.638  -2.169
H  0.610  -0.808  -6.080
H  1.206  1.565  -6.634
H  2.888  5.194  -3.443
H  3.342  3.369  -1.553
Cl  -0.511  0.680  -1.981

Entry 5:
A structure of composition C37H36ClIIrN2O2P2Si, computed with ωB97M-V/def2-TZVPD.

## Properties
Charge: +1
Energy relative to the best compared isomer or geometry (same formula, charge and spin), eV: 0.2403
Spin multiplicity: 5
Energy, eV: -95940.83700
Orbital gap (spin up / spin down), eV: 6.574 / 5.985
LUMO (spin up / spin down), Ha: -0.0952 / -0.1546

Element x y z (Å)
Ir  0.527  0.253  0.476
Cl  4.681  5.893  -0.435
C  4.096  4.264  -0.446
C  4.910  3.189  -0.491
C  4.459  1.864  -0.409
I  5.867  0.301  -0.476
C  3.093  1.587  -0.220
O  2.545  0.389  -0.129
C  2.241  2.725  -0.176
N  0.944  2.461  0.026
C  0.057  3.447  0.162
C  0.462  4.806  0.107
C  1.749  5.060  -0.227
C  2.707  4.030  -0.307
H  5.954  3.353  -0.535
H  -0.966  3.175  0.355
H  -0.276  5.549  0.265
H  2.123  6.068  -0.357
C  -2.535  -2.865  -0.170
N  -1.511  -1.840  -0.328
P  -1.646  -0.130  -0.526
C  -1.748  0.207  -2.298
C  -0.665  0.887  -2.853
C  -0.655  1.211  -4.232
C  -1.740  0.888  -5.006
C  -2.855  0.265  -4.450
C  -2.883  -0.062  -3.091
C  -3.103  0.393  0.335
C  -3.488  -0.298  1.492
C  -4.647  0.077  2.182
C  -5.397  1.153  1.752
C  -4.951  1.907  0.629
C  -3.872  1.492  -0.104
P  0.179  -2.037  -0.354
C  0.630  -2.220  -2.116
C  -0.238  -2.513  -3.146
C  0.213  -2.358  -4.448
C  1.434  -1.818  -4.762
C  2.346  -1.545  -3.726
C  1.921  -1.704  -2.412
C  0.542  -3.503  0.526
C  0.788  -4.735  -0.141
C  1.103  -5.819  0.653
C  1.198  -5.730  2.044
C  0.927  -4.516  2.678
C  0.582  -3.386  1.915
H  -2.156  -3.790  -0.555
H  -3.413  -2.591  -0.703
H  -2.913  -2.966  0.870
H  0.260  1.086  -2.298
H  0.181  1.703  -4.676
H  -1.783  1.201  -6.047
H  -3.749  0.091  -5.071
H  -3.748  -0.535  -2.688
H  -2.944  -1.169  1.771
H  -4.908  -0.554  3.013
H  -6.318  1.476  2.211
H  -5.581  2.754  0.250
H  -3.604  2.044  -1.042
H  -1.225  -2.933  -2.950
H  -0.433  -2.595  -5.309
H  1.718  -1.588  -5.776
H  3.355  -1.207  -3.878
H  2.557  -1.498  -1.578
H  0.728  -4.786  -1.266
H  1.355  -6.742  0.164
H  1.420  -6.614  2.583
H  0.840  -4.404  3.733
H  0.404  -2.460  2.402
C  1.057  -0.365  4.980
Si  0.897  1.079  3.851
C  2.548  1.791  3.374
C  -0.207  2.174  4.747
O  0.190  0.555  2.393
H  1.604  -0.021  5.874
H  1.516  -1.246  4.519
H  0.041  -0.648  5.317
H  3.250  1.853  4.206
H  2.506  2.795  2.958
H  2.980  1.116  2.566
H  0.087  2.451  5.761
H  -1.177  1.625  4.851
H  -0.434  3.106  4.221

- Which of these has the highest charge?
  C37H35N5O3P2SV

- What is the energy in the fourth record?
  -120004.65809 eV

- What is the charge in the first record?
  +2

- charge of number 5 (C37H36ClIIrN2O2P2Si)?
  +1